Entry 1:
Density functional theory data (ωB97M-V/def2-TZVPD) for a structure of composition C3H5NO2 at a distorted geometry.

```
11
Properties=species:S:1:pos:R:3:forces:R:3:lowdin_charge:R:1
O -1.2128 -2.2476 1.1555 0.43 0.62 -0.26 0.14
C -0.5437 -1.3338 0.7661 -0.09 -0.50 0.14 -0.52
N -0.9606 0.0296 0.6285 0.23 0.21 -0.46 0.10
C -0.0559 0.8635 0.1328 -0.03 -0.28 1.33 -0.06
C 1.1528 -0.0247 0.0490 -0.23 -0.01 -0.12 -0.16
O 0.7365 -1.3707 0.3709 -0.29 -0.21 0.18 0.05
H -1.9206 0.2749 0.8541 0.27 -0.04 -0.08 0.16
H -0.3883 1.6532 -2.3002 0.11 0.72 1.50 0.04
H -0.3229 1.8951 -1.5158 -0.20 -0.62 -2.15 -0.01
H 1.8936 0.2854 0.7937 -0.11 0.10 -0.09 0.13
H 1.6218 -0.0250 -0.9346 -0.08 0.01 0.02 0.12
```
Forces are in eV/Å.

For the frontier orbital gap, the calculation gives 0.3589 Eh. Its molar mass is 87.1 g mol⁻¹. Its electronic energy is -322.45692 a.u.

Entry 2:
Density functional theory data (ωB97M-V/def2-TZVPD) for the molecule C3H5NO2.

```
11
Properties=species:S:1:pos:R:3:forces:R:3:lowdin_charge:R:1
H 0.0971 2.4779 0.2085 -0.07 -0.03 0.05 0.07
N -0.6225 1.8146 0.4994 0.22 -0.34 -0.06 0.18
C -0.2183 0.6337 0.3581 -0.34 0.31 0.06 -0.44
C -1.0410 -0.5768 0.6781 0.02 -0.02 0.03 -0.02
O 1.1117 0.4023 -0.0511 0.06 -0.05 -0.05 0.03
C 1.3507 -0.4562 -1.0623 -0.22 -0.27 -0.26 -0.32
O 0.5212 -1.0002 -1.7354 0.34 0.26 0.28 0.09
H -1.7515 -0.3194 1.4649 0.09 0.00 -0.13 0.09
H -0.4106 -1.4082 1.0032 -0.09 0.11 -0.05 0.09
H -1.5880 -0.8897 -0.2143 0.09 0.01 0.12 0.09
H 2.4370 -0.5722 -1.1799 -0.10 0.02 -0.01 0.15
```
Forces are in eV/Å.

For the frontier orbital gap, the calculation gives 0.4283 Eh. Its molar mass is 87.1 g mol⁻¹. Its electronic energy is -322.54393 a.u.

Entry 3:
Density functional theory data (ωB97M-V/def2-TZVPD) for a cluster of 3 separate species, C3H5NO2 in total at a distorted geometry.

```
11
Properties=species:S:1:pos:R:3:forces:R:3:lowdin_charge:R:1
C 2.0440 0.2423 -0.6398 0.37 0.68 0.69 -0.08
N 2.4943 0.9930 0.1134 -0.43 -0.73 -0.76 0.06
H 1.5446 -0.4521 -1.2972 0.07 0.08 0.10 0.04
C -0.7878 -1.5932 -0.1863 0.07 0.00 -0.33 -0.15
O -0.3944 -1.2833 -1.2895 -0.20 -0.15 0.47 -0.06
H -0.1105 -1.6516 0.6847 -0.03 -0.01 -0.14 0.09
H -1.8439 -1.8442 0.0044 0.10 0.01 -0.06 0.09
C -0.7336 1.4076 0.6487 -0.15 -0.20 0.20 -0.14
O -1.3084 0.5491 1.2750 0.29 0.39 -0.28 -0.03
H -0.1491 2.2010 1.1443 -0.10 -0.04 0.00 0.09
H -0.7554 1.4315 -0.4577 0.02 -0.05 0.11 0.08
```
Forces are in eV/Å.

For the frontier orbital gap, the calculation gives 0.4063 Eh. Its molar mass is 87.1 g mol⁻¹. Its electronic energy is -322.46470 a.u.

Entry 4:
Density functional theory data (ωB97M-V/def2-TZVPD) for the molecule C3H5NO2 at a distorted geometry.

```
11
Properties=species:S:1:pos:R:3:forces:R:3:lowdin_charge:R:1
C -0.8314 -1.6448 -0.7925 -0.15 -0.08 -0.09 -0.11
N 0.4233 -1.3409 -0.1285 0.11 0.23 0.11 0.02
C 0.6510 -0.2016 0.3293 0.28 -0.42 -0.01 -0.20
O -0.2973 0.8171 0.2364 -0.47 -0.39 -0.02 -0.03
C -0.1017 2.0679 0.5651 -1.09 -0.85 -0.50 -0.17
O 1.1287 2.2949 0.9785 -0.47 1.43 -0.39 0.04
H -1.3128 -2.4578 -0.2423 0.05 0.07 -0.07 0.08
H -0.5981 -2.0265 -1.7898 -0.03 0.02 0.10 0.08
H -1.5333 -0.8092 -0.8829 0.17 -0.09 0.05 0.07
H 1.5800 0.0542 0.8294 -0.14 -0.03 -0.07 0.13
H 0.8918 3.2468 0.8973 1.75 0.12 0.88 0.10
```
Forces are in eV/Å.

For the frontier orbital gap, the calculation gives 0.3744 Eh. Its molar mass is 87.1 g mol⁻¹. Its electronic energy is -322.44383 a.u.

Entry 5:
Density functional theory data (ωB97M-V/def2-TZVPD) for the molecule C3H5NO2 at a distorted geometry.

```
11
Properties=species:S:1:pos:R:3:forces:R:3:lowdin_charge:R:1
H -0.2658 0.5509 -2.4742 -0.57 -0.38 0.03 0.07
N -0.1297 0.1926 -1.5313 1.42 -1.03 -0.42 0.13
C 0.1899 1.1933 -0.8307 -2.24 -0.68 -0.22 -0.30
O 0.5047 1.0947 0.4773 -0.32 0.19 -0.34 -0.06
C -0.1618 -0.0289 1.0786 -0.04 -0.11 0.14 -0.14
C 0.3508 -1.3766 0.5990 -0.12 -0.30 0.17 -0.27
O -0.2438 -2.4009 0.8242 0.26 0.50 -0.09 0.05
H -0.3383 2.0325 -1.2607 1.37 1.96 0.75 0.13
H -1.2397 0.0357 0.8835 0.20 -0.08 0.05 0.14
H 0.0080 0.0554 2.1548 0.07 0.00 -0.12 0.14
H 1.3257 -1.3489 0.0796 -0.04 -0.09 0.06 0.12
```
Forces are in eV/Å.

For the frontier orbital gap, the calculation gives 0.3918 Eh. Its molar mass is 87.1 g mol⁻¹. Its electronic energy is -322.48238 a.u.

Entry 6:
Density functional theory data (ωB97M-V/def2-TZVPD) for the molecule C3H5NO2.

```
11
Properties=species:S:1:pos:R:3:forces:R:3:lowdin_charge:R:1
N -1.8436 1.5441 0.5768 0.32 -0.43 0.18 0.18
C -0.9064 0.7887 0.2267 -0.10 -0.02 0.21 -0.50
O -0.5242 -0.2148 1.0797 -0.11 0.17 -0.10 0.00
C 0.5480 -0.9788 0.5531 0.17 -0.06 -0.18 -0.14
C 0.8450 -0.3191 -0.8056 0.06 -0.10 0.10 -0.12
O -0.1220 0.7386 -0.9018 -0.29 0.14 0.28 0.01
H -2.2300 2.3332 0.0744 0.72 -0.45 -0.52 0.06
H 0.2467 -2.0289 0.4474 -0.06 0.28 0.05 0.12
H 1.4066 -0.9355 1.2358 -0.26 0.08 -0.12 0.13
H 1.8611 0.0941 -0.8476 -0.35 0.07 -0.03 0.12
H 0.7188 -1.0215 -1.6389 -0.11 0.31 0.13 0.12
```
Forces are in eV/Å.

For the frontier orbital gap, the calculation gives 0.3943 Eh. Its molar mass is 87.1 g mol⁻¹. Its electronic energy is -322.52474 a.u.

Entry 7:
Density functional theory data (ωB97M-V/def2-TZVPD) for a structure of composition C3H5NO2.

```
11
Properties=species:S:1:pos:R:3:forces:R:3:lowdin_charge:R:1
N 0.4770 -0.3323 1.4785 -0.15 -0.14 0.04 0.06
C -0.1422 0.2938 0.3427 -0.02 0.21 -0.03 -0.28
C 0.6882 0.5383 -0.9293 0.29 0.18 0.08 -0.09
O -0.3226 -0.1327 -1.7334 -0.09 -0.09 -0.05 0.04
C -1.0313 -0.5041 -0.6263 -0.50 -0.36 0.12 -0.45
O -1.9691 -1.2382 -0.5644 0.47 0.38 -0.05 0.14
H 0.5829 -1.3321 1.3395 0.06 0.10 0.02 0.09
H -0.0838 -0.2037 2.3129 0.08 -0.03 -0.10 0.08
H -0.6558 1.2053 0.6637 0.05 -0.13 -0.08 0.16
H 0.8233 1.5733 -1.2503 -0.04 -0.15 0.04 0.12
H 1.6355 -0.0057 -0.9591 -0.14 0.05 0.01 0.12
```
Forces are in eV/Å.

For the frontier orbital gap, the calculation gives 0.3910 Eh. Its molar mass is 87.1 g mol⁻¹. Its electronic energy is -322.53258 a.u.

Entry 8:
Density functional theory data (ωB97M-V/def2-TZVPD) for a cluster of 2 separate species, C3H5NO2 in total at a distorted geometry.

```
11
Properties=species:S:1:pos:R:3:forces:R:3:lowdin_charge:R:1
H -0.5041 3.2584 0.5748 0.03 -0.21 0.03 0.05
N -1.1063 2.8356 -0.1298 0.00 0.93 -0.26 0.10
C -0.9940 1.6090 -0.2959 0.27 -0.87 1.23 -0.34
O -0.2232 0.7098 0.4235 -0.27 0.45 -0.52 -0.01
H -1.6413 1.0924 -0.9931 0.20 -0.21 -0.18 0.12
H 0.3228 1.1585 1.0871 -0.22 0.12 -0.21 0.11
C 0.4059 -2.1592 -0.4472 -0.92 0.75 -0.48 0.00
C 1.4513 -1.9769 0.3015 1.00 -1.73 0.83 -0.28
O 2.3779 -2.0800 1.0067 -0.52 0.93 -0.52 0.15
H -0.3324 -1.3811 -0.5261 0.07 0.06 0.02 0.03
H 0.2434 -3.0665 -1.0015 0.36 -0.21 0.06 0.06
```
Forces are in eV/Å.

For the frontier orbital gap, the calculation gives 0.3598 Eh. Its molar mass is 87.1 g mol⁻¹. Its electronic energy is -322.49033 a.u.

Entry 9:
Density functional theory data (ωB97M-V/def2-TZVPD) for a cluster of 2 separate species, C3H5NO2 in total at a distorted geometry.

```
11
Properties=species:S:1:pos:R:3:forces:R:3:lowdin_charge:R:1
C -0.3918 -0.0243 1.6599 1.46 0.22 1.08 0.00
C 0.5774 0.4451 2.3226 -0.65 -0.17 -0.91 -0.08
O 0.7209 -0.9646 2.1763 0.48 -0.11 0.14 -0.11
H -1.3678 -0.2687 1.4828 -1.93 -0.33 -0.74 0.07
H 1.1013 1.2634 2.7238 0.70 0.39 0.58 0.10
C 0.2669 -0.2453 -1.8581 0.80 2.14 1.35 -0.08
N -0.9264 0.6518 -1.8645 -1.41 -0.11 1.27 -0.07
O -1.6752 0.5927 -0.8860 2.22 -0.31 -2.19 -0.05
H 1.0279 0.1556 -2.5751 -0.39 0.43 1.22 0.09
H 0.0824 -1.1177 -2.3627 -1.38 -2.48 -1.03 0.04
H 0.5843 -0.4879 -0.8190 0.09 0.33 -0.77 0.08
```
Forces are in eV/Å.

For the frontier orbital gap, the calculation gives 0.2975 Eh. Its molar mass is 87.1 g mol⁻¹. Its electronic energy is -322.27534 a.u.

Entry 10:
Density functional theory data (ωB97M-V/def2-TZVPD) for the molecule C3H5NO2 at a distorted geometry.

```
11
Properties=species:S:1:pos:R:3:forces:R:3:lowdin_charge:R:1
H -0.1761 2.5401 0.1171 0.51 0.29 -0.82 0.07
N -0.7148 1.7164 0.3092 0.74 0.49 -0.05 0.13
C -0.2460 0.5803 -0.0080 -0.13 0.93 0.34 -0.47
C -1.0306 -0.4684 0.7061 -0.26 0.45 0.22 -0.04
O 0.7855 0.4326 -0.8943 0.20 0.07 0.08 0.08
C 1.4764 -0.7383 -0.9876 0.29 -0.15 -0.22 -0.30
O 2.3494 -0.8733 -1.7879 -0.45 0.04 0.42 0.12
H -0.6152 -0.6837 1.6946 0.35 -0.11 -0.22 0.08
H -1.2469 -1.4211 0.1894 -0.42 0.75 0.14 0.09
H -1.7378 0.4151 0.9215 -0.84 -2.81 0.17 0.10
H 1.1561 -1.4997 -0.2603 0.00 0.05 -0.06 0.14
```
Forces are in eV/Å.

For the frontier orbital gap, the calculation gives 0.4198 Eh. Its molar mass is 87.1 g mol⁻¹. Its electronic energy is -322.49769 a.u.

Entry 11:
Density functional theory data (ωB97M-V/def2-TZVPD) for a cluster of 2 separate species, C3H5NO2 in total.

```
11
Properties=species:S:1:pos:R:3:forces:R:3:lowdin_charge:R:1
O 0.9687 2.8342 -0.2000 -0.61 -0.58 -0.11 0.20
C 0.1667 2.0032 -0.3535 0.24 0.16 0.04 -0.27
N -0.5640 1.0457 -0.5277 0.26 0.33 0.04 0.18
C -1.9548 0.8553 -0.5265 -0.25 -0.26 -0.01 -0.31
O -2.4587 -0.2233 -0.6437 0.28 0.46 0.04 0.08
H -2.5392 1.7829 -0.4110 0.07 -0.08 -0.01 0.14
C 1.2762 -1.6603 0.5345 -0.03 -0.01 0.00 -0.05
H 1.7563 -0.7199 0.8199 -0.07 -0.16 -0.04 0.01
H 1.5352 -2.4369 1.2588 -0.03 0.13 -0.12 0.02
H 1.6211 -1.9573 -0.4590 -0.03 0.05 0.15 0.02
H 0.1924 -1.5238 0.5081 0.18 -0.03 0.02 0.00
```
Forces are in eV/Å.

For the frontier orbital gap, the calculation gives 0.4259 Eh. Its molar mass is 87.1 g mol⁻¹. Its electronic energy is -322.53952 a.u.

Entry 12:
Density functional theory data (ωB97M-V/def2-TZVPD) for a structure of composition C3H5NO2.

```
11
Properties=species:S:1:pos:R:3:forces:R:3:lowdin_charge:R:1
N -0.2648 -1.7339 -0.4279 -0.75 0.46 -0.06 0.09
C -1.3164 -1.1827 -0.5175 0.73 -0.56 -0.02 -0.11
O -1.3719 0.5243 0.0556 0.17 0.16 0.17 -0.12
C -0.3216 0.8297 0.7039 -0.15 -0.09 0.01 -0.19
C 1.3912 0.2834 -0.2535 0.56 0.20 0.19 -0.25
O 2.4063 0.3993 0.3789 -0.48 -0.07 -0.33 0.05
H 0.5593 -0.6577 -0.0225 -0.25 -0.02 0.08 0.05
H -2.3467 -1.2478 -0.8218 0.12 0.04 0.07 0.11
H -0.1061 0.3621 1.6751 -0.04 0.03 -0.13 0.13
H 0.0757 1.8391 0.5526 0.01 -0.13 -0.05 0.12
H 1.2950 0.5841 -1.3230 0.08 0.00 0.09 0.12
```
Forces are in eV/Å.

For the frontier orbital gap, the calculation gives 0.3252 Eh. Its molar mass is 87.1 g mol⁻¹. Its electronic energy is -322.37665 a.u.